No. 1
Computed, not measured: an isolated molecule of C6H10O in a non-equilibrium geometry, with wB97M-V/def2-TZVPD.

Geometry as XYZ:
```
17
Properties=species:S:1:pos:R:3:nbo_charge:R:1
C -0.4777 0.8044 -2.3042 -0.406
C -0.0663 1.2190 -1.1025 -0.004
C -0.3171 2.6270 -0.6262 -0.634
C 0.6727 0.2693 -0.2388 -0.236
C 0.0551 -0.7479 0.3336 -0.170
C 0.6150 -1.5945 1.4424 -0.104
O -0.4415 -2.3276 2.0706 -0.719
H -1.1946 1.3751 -2.8805 0.189
H -0.1052 -0.1076 -2.7480 0.199
H -0.7125 3.1840 -1.4727 0.217
H -1.0540 2.6772 0.1786 0.219
H 0.6365 3.0295 -0.2990 0.216
H 1.6153 0.5828 0.2055 0.195
H -0.9688 -0.9909 0.0693 0.215
H 1.3241 -2.3106 1.0052 0.174
H 1.1380 -0.9949 2.1799 0.178
H -0.1969 -3.2553 2.0372 0.471
```

Computed properties:
- HOMO level (eV) = -9.001
- structure (SMILES) = C=C(C)/C=C/CO

---

No. 2
Computed, not measured: an isolated molecule of C6H10O, with wB97M-V/def2-TZVPD.

Geometry as XYZ:
```
17
Properties=species:S:1:pos:R:3:nbo_charge:R:1
C -1.3513 -1.9608 0.4953 -0.525
C -1.4573 -0.9852 1.3928 0.156
O -1.0123 0.2976 1.3596 -0.526
C 0.2667 0.7254 0.9005 -0.053
C 0.8965 0.1073 -0.3301 -0.275
C 0.2529 0.1487 -1.6857 -0.423
C 1.3995 1.0633 -1.3851 -0.405
H -1.8649 -2.8903 0.7069 0.209
H -0.8194 -1.8750 -0.4436 0.207
H -2.0558 -1.1402 2.2893 0.176
H 0.9838 0.6336 1.7294 0.180
H 0.1095 1.7931 0.7234 0.188
H 1.5199 -0.7630 -0.1386 0.220
H 0.4463 -0.7006 -2.3349 0.218
H -0.7457 0.5635 -1.7816 0.223
H 2.3630 0.8842 -1.8520 0.217
H 1.1657 2.1154 -1.2383 0.211
```

Computed properties:
- HOMO level (eV) = -8.866
- structure (SMILES) = C=COCC1CC1

---

no.,gap between HOMO and LUMO (hartree)
1,0.3652
2,0.3678